Entry 1:
12
Properties=species:S:1:pos:R:3:nbo_charge:R:1 method="wB97M-V/def2-TZVPD" relative_energy_kcal_mol=23.1 homo_energy_ev=-9.47 total_energy_ha=-716.014316 smiles="C=C(F)CCCl" orbital_gap_ev=10.31 total_charge=0
C 0.84061 0.62970 -1.31874 -0.396
C 0.07842 -0.42929 -0.46390 -0.507
C -0.06606 -0.06170 0.94716 0.453
C -1.20995 -0.44596 1.66169 -0.527
H 0.56010 0.19028 -2.33694 0.213
H 1.91101 0.69192 -1.31769 0.228
H 0.72082 -1.31097 -0.66701 0.233
H -0.99155 -0.56928 -0.70691 0.246
H -1.73996 -1.29763 1.28954 0.211
H -1.18164 -0.31920 2.74573 0.215
F 0.94323 0.69754 1.44331 -0.330
Cl 0.13496 2.22457 -1.27624 -0.040

---

Entry 2:
12
Properties=species:S:1:pos:R:3:nbo_charge:R:1 method="wB97M-V/def2-TZVPD" relative_energy_kcal_mol=133.3 homo_energy_ev="-8.90 / -8.14" total_energy_ha=-715.838624 orbital_gap_ev="8.45 / 7.08" total_charge=0
C -0.94189 -2.35051 -0.24927 0.227
C -0.81500 -0.26490 0.42095 0.032
C 1.10931 1.37436 0.10139 -0.579
C -0.06860 0.55357 -0.50095 -0.580
F -1.25020 -3.17091 0.80200 -0.359
Cl -2.06909 0.32443 1.40249 0.062
H 0.13412 -2.34949 -0.47189 0.098
H 1.50495 0.81401 0.91794 0.212
H 0.86081 2.38660 0.45121 0.213
H 1.84969 1.51194 -0.61061 0.215
H 0.38373 -0.09254 -1.25657 0.236
H -0.69782 1.26344 -1.00669 0.222

---

Entry 3:
15
Properties=species:S:1:pos:R:3:lowdin_spin:R:1 method="wB97M-V/def2-TZVPD" homo_energy_ev="-10.11 / -14.60" total_energy_ha=-879.862916 orbital_gap_ev="5.92 / 6.37" spin_multiplicity=3 total_charge=+1
C 1.28910 -0.23679 0.61844 0.174
C -0.72489 0.28686 -0.01804 0.227
C 0.55660 1.22535 -1.02093 0.062
C -2.13544 -0.43254 -0.20712 0.214
N 0.03920 -0.41055 0.84452 0.327
N 1.59312 0.72136 -0.23426 0.297
N -2.48792 -1.35187 0.64704 0.085
F -2.93233 -0.26651 -1.23623 0.035
Cl -1.91954 1.69766 0.71346 0.525
H 1.99309 -0.76183 1.19917 0.005
H 0.42230 0.75396 -1.94347 0.020
H 0.11567 2.12693 -0.81878 0.011
H 2.57396 0.78586 -0.35911 0.006
H -3.28972 -1.92774 0.46518 0.005
H -2.09870 -1.38326 1.56199 0.005

---

Entry 4:
14
Properties=species:S:1:pos:R:3:nbo_charge:R:1 method="wB97M-V/def2-TZVPD" relative_energy_kcal_mol=0.0 homo_energy_ev=-9.26 total_energy_ha=-1189.476784 smiles="F[C@@H](Cl)CCOC=S" orbital_gap_ev=9.54 total_charge=0
C 1.65197 0.60386 -0.40974 0.251
C 0.55699 0.49474 0.62133 -0.494
C -0.30518 -0.79988 0.64950 -0.085
C -2.10220 -0.38644 -0.85843 0.034
H 1.31498 0.45151 -1.46323 0.181
H 0.98115 0.66166 1.62732 0.241
H -0.10341 1.37704 0.40403 0.238
H 0.31643 -1.66076 0.77395 0.212
H -1.03396 -0.73802 1.48767 0.216
H -2.43501 -0.56363 -1.86352 0.190
O -0.99372 -1.06339 -0.57678 -0.478
F 2.23859 1.78289 -0.37163 -0.323
S -2.98528 0.54332 0.07921 -0.065
Cl 2.89866 -0.70289 -0.09970 -0.118